Record 1
A structure of composition C30H25N5O4OsS in a non-equilibrium geometry, computed with the ωB97M-V functional and the def2-TZVPD basis.

Summary:
**HOMO (spin up / spin down)**: -13.2 / -13.2 eV
**Charge**: +2
**LUMO level (spin up / spin down)**: -8.3 / -8.2 eV
**Kohn-Sham gap (spin up / spin down)**: 4.92 / 5.04 eV
**Max |F|**: 0.0848 Eh/bohr
**ΔE to the lowest compared entry with this formula, charge and spin**: 179.3 kJ/mol

```
66
Properties=species:S:1:pos:R:3:forces:R:3
Os 0.815168 1.207621 -0.391298 -3.3 -2.8 -0.6
C 3.225958 -1.186850 0.262681 0.0 0.1 0.0
C 2.889437 -0.322028 1.437316 -0.2 0.0 -0.1
C 3.582951 -0.487384 2.636575 0.0 -0.1 0.0
C 3.227719 0.230167 3.751795 0.0 0.0 0.2
C 2.167871 1.128210 3.661855 0.1 0.0 0.4
C 1.543898 1.302419 2.458826 -0.1 0.3 -0.5
N 1.896209 0.589076 1.346101 0.5 0.0 -0.2
C 0.459905 2.303065 2.271463 0.3 -0.5 -0.3
C 0.003431 3.179474 3.222203 -0.2 0.3 0.3
C -0.976294 4.100923 2.869560 0.0 0.0 0.1
C -1.488864 4.123089 1.580331 -0.2 0.2 0.2
C -1.006434 3.218539 0.663450 0.1 -0.2 -0.4
N -0.053777 2.341490 1.024766 0.6 0.5 -0.1
C -1.383274 3.152204 -0.764471 0.4 -0.1 0.2
C -2.499053 3.781077 -1.241283 -0.3 0.2 0.0
C -2.737968 3.778173 -2.610353 -0.1 0.1 0.0
C -1.813810 3.188774 -3.433438 0.0 0.0 -0.1
C -0.697396 2.536375 -2.905445 0.1 0.0 0.2
C 0.291376 1.934462 -3.850385 -0.1 -0.1 0.0
N -0.510525 2.472483 -1.572821 -0.2 -0.3 0.1
H 3.801629 -2.048513 0.590407 0.0 0.0 0.0
H 3.823298 -0.636198 -0.461011 0.0 0.0 0.0
H 2.318679 -1.538987 -0.228335 0.0 0.0 0.0
H 4.396112 -1.201604 2.671859 -0.1 0.0 0.0
H 3.758129 0.097280 4.688575 -0.1 0.0 -0.1
H 1.844461 1.683354 4.532705 0.1 0.0 -0.1
H 0.412100 3.174693 4.222565 0.0 0.0 0.0
H -1.328723 4.818874 3.600608 0.0 -0.1 0.0
H -2.228100 4.857850 1.294057 0.0 0.0 0.0
H -3.184552 4.269539 -0.560323 0.1 0.0 -0.1
H -3.619220 4.257665 -3.018034 0.0 0.0 0.0
H -1.928999 3.219913 -4.509394 0.0 0.0 0.1
H 0.313516 2.517821 -4.768442 0.0 0.0 0.0
H -0.007020 0.918689 -4.122804 0.0 0.1 0.0
H 1.289496 1.925920 -3.432167 0.1 0.1 0.0
O 2.296062 0.817634 -1.675955 1.1 0.7 0.6
N 2.243445 -0.073694 -2.633576 -0.1 0.3 0.5
N 1.164254 -0.682043 -2.591470 -0.2 -0.9 -1.0
O 0.255103 -0.419376 -1.672004 0.5 0.9 0.4
C 0.846783 -1.702192 -3.599251 -0.1 0.2 0.3
C -0.347699 -2.379394 -3.458058 -0.3 -0.1 0.2
C -0.698937 -3.314245 -4.421557 -0.1 0.0 0.0
C 0.137485 -3.553319 -5.499695 0.0 0.0 0.0
C 1.342876 -2.869215 -5.614057 0.0 0.0 0.0
C 1.707810 -1.930920 -4.663461 0.3 0.2 0.0
H -0.987489 -2.179687 -2.609453 0.0 0.0 0.0
H -1.633390 -3.854380 -4.330101 0.1 0.1 0.0
H -0.149582 -4.273208 -6.256689 0.0 0.0 0.1
H 2.001009 -3.061931 -6.453293 0.0 0.0 0.1
H 2.638392 -1.385083 -4.747024 0.0 0.0 0.0
O -2.949313 -4.325734 5.541731 0.2 -0.1 0.1
C -1.766736 -3.887704 5.077413 -0.1 0.2 -0.3
O -0.741167 -4.201709 5.602342 0.1 -0.1 0.2
C -1.769182 -2.976057 3.872090 0.0 -0.2 0.1
C -2.805578 -2.920905 2.944875 0.2 0.1 0.3
C -2.724885 -2.075044 1.855272 0.4 0.5 -0.5
C -1.584547 -1.268532 1.673996 0.8 -1.0 1.7
S -1.539921 -0.230804 0.324074 0.9 2.0 -1.5
C -0.526477 -1.354049 2.608191 -0.5 0.2 -0.5
C -0.622838 -2.200910 3.684938 -0.3 -0.3 0.1
H -3.703842 -3.962662 5.067543 0.0 0.1 -0.1
H -3.682257 -3.551086 3.048054 0.0 0.0 0.0
H -3.534181 -2.023633 1.136169 0.0 -0.1 0.0
H 0.358372 -0.751051 2.465014 -0.1 -0.2 0.0
H 0.179116 -2.296729 4.406271 0.0 0.0 0.0
```
Forces are in eV/Å.

Record 2
A structure of composition C30H30BrMgN3O, computed with the ωB97M-V functional and the def2-TZVPD basis.

Summary:
**HOMO**: -7.9 eV
**Charge**: 0
**LUMO level**: -1.1 eV
**Kohn-Sham gap**: 6.70 eV
**Max |F|**: 0.0037 Eh/bohr
**ΔE to the lowest compared entry with this formula, charge and spin**: 0.0 kJ/mol

```
66
Properties=species:S:1:pos:R:3:forces:R:3
Mg 0.338007 1.012001 0.098453 0.2 0.0 0.0
N 7.248172 8.529708 -0.494335 0.0 0.0 0.0
C 6.468765 7.687839 -0.434482 0.0 0.0 0.0
C 5.492009 6.633236 -0.359307 0.0 0.0 0.0
C 4.159221 6.899450 -0.662913 0.0 0.0 0.0
C 3.222004 5.884961 -0.582095 0.0 0.0 0.0
C 3.606331 4.599801 -0.211616 0.0 0.0 0.0
C 4.940983 4.339590 0.084105 0.0 0.0 0.0
C 5.882707 5.351111 0.017552 0.0 0.0 0.0
C 2.594654 3.506788 -0.129314 0.0 0.0 0.0
C 2.680545 2.517248 -1.111092 0.0 0.0 0.0
C 3.594955 2.482292 -2.200282 0.0 0.0 0.0
C 3.328569 1.338476 -2.915292 0.0 0.0 0.0
C 2.259510 0.705341 -2.247943 0.0 0.0 0.0
N 1.863532 1.390963 -1.182229 0.0 0.0 0.0
C 1.680343 3.596542 0.930068 0.0 0.0 0.0
C 1.668557 4.585640 1.946858 0.0 0.0 0.0
C 0.617013 4.292828 2.787891 0.0 0.0 0.0
C 0.019134 3.131597 2.266732 0.0 0.0 0.0
N 0.643054 2.699236 1.172450 -0.1 0.0 0.0
H 3.866055 7.897714 -0.957554 0.0 0.0 0.0
H 2.183300 6.084449 -0.811027 0.0 0.0 0.0
H 5.236908 3.339613 0.373239 0.0 0.0 0.0
H 6.919180 5.154563 0.255074 0.0 0.0 0.0
H 4.343317 3.226699 -2.417639 0.0 0.0 0.0
H 3.822243 0.986610 -3.805716 0.0 0.0 0.0
H 1.774952 -0.222882 -2.518463 0.0 0.0 0.0
H 2.364275 5.403660 2.038078 0.0 0.0 0.0
H 0.308470 4.831634 3.668088 0.0 0.0 0.0
H -0.836507 2.600726 2.660825 0.0 0.0 0.0
C -4.861969 -5.043942 -0.462901 0.0 0.0 0.0
C -4.843080 -3.603084 -0.973565 0.0 0.0 0.0
C -4.968813 -3.634393 -2.502594 0.0 0.0 0.0
C -6.052312 -2.866439 -0.380474 0.0 0.0 0.0
C -3.560524 -2.871581 -0.579932 0.0 0.0 0.0
C -3.369413 -1.551126 -0.970302 0.0 0.0 0.0
C -2.217828 -0.907242 -0.585485 0.0 0.0 0.0
Br -2.002484 0.931108 -1.129273 -0.1 0.0 0.0
C -1.181539 -1.463939 0.191842 0.0 0.0 0.0
O -0.146503 -0.742547 0.552977 -0.1 0.0 0.0
C -1.358621 -2.822437 0.542227 0.0 0.0 0.0
C -2.543189 -3.455776 0.165735 0.0 0.0 0.0
C -0.354343 -3.634470 1.381808 0.0 0.0 0.0
C -0.896075 -3.736213 2.814448 0.0 0.0 0.0
C 1.061376 -3.046774 1.443658 0.0 0.0 0.0
C -0.205921 -5.050739 0.799184 0.0 0.0 0.0
H -5.791835 -5.525593 -0.770386 0.0 0.0 0.0
H -4.810803 -5.085834 0.626795 0.0 0.0 0.0
H -4.033706 -5.626249 -0.871478 0.0 0.0 0.0
H -5.885435 -4.150454 -2.797220 0.0 0.0 0.0
H -4.120803 -4.157591 -2.948174 0.0 0.0 0.0
H -5.002222 -2.628594 -2.923611 0.0 0.0 0.0
H -6.979673 -3.374474 -0.655159 0.0 0.0 0.0
H -6.112313 -1.839394 -0.743425 0.0 0.0 0.0
H -5.987047 -2.834487 0.708636 0.0 0.0 0.0
H -4.107260 -1.025438 -1.561881 0.0 0.0 0.0
H -2.676923 -4.478485 0.484078 0.0 0.0 0.0
H -0.998522 -2.743341 3.256545 0.0 0.0 0.0
H -0.214240 -4.320273 3.437758 0.0 0.0 0.0
H -1.875362 -4.218514 2.833161 0.0 0.0 0.0
H 1.091857 -2.113189 1.997080 0.0 0.0 0.0
H 1.464908 -2.859253 0.448249 0.0 0.0 0.0
H 1.710079 -3.769544 1.944796 0.0 0.0 0.0
H -1.129484 -5.627273 0.831773 0.0 0.0 0.0
H 0.539192 -5.602624 1.375456 0.0 0.0 0.0
H 0.130586 -5.007255 -0.238449 0.0 0.0 0.0
```
Forces are in eV/Å.

Record 3
A structure of composition C52H41BiCl2N2O4P2Te, computed with the ωB97M-V functional and the def2-TZVPD basis.

Summary:
**HOMO**: -7.5 eV
**Charge**: 0
**LUMO level**: -0.2 eV
**Kohn-Sham gap**: 7.32 eV
**Max |F|**: 0.0133 Eh/bohr
**ΔE to the lowest compared entry with this formula, charge and spin**: 0.0 kJ/mol

```
105
Properties=species:S:1:pos:R:3:forces:R:3
Bi -0.198735 -0.271448 -2.083288 0.0 0.1 0.2
Te 3.206964 3.567820 -0.305437 -0.1 -0.1 0.1
C 2.620493 3.940660 1.693974 0.0 0.0 0.1
C 1.835480 5.040309 2.007213 0.0 0.0 0.0
C 1.377616 5.187960 3.310816 0.0 0.1 0.0
N 1.646636 4.333206 4.291236 0.0 0.0 0.0
C 2.417698 3.291014 3.986332 0.0 0.0 0.0
C 2.930884 3.055168 2.720136 0.0 0.0 0.0
C 1.749149 2.103787 -0.690769 0.1 0.2 -0.6
P 2.242461 0.597181 -1.388969 -0.1 0.1 0.0
C 3.199797 -0.390840 -0.227207 -0.1 -0.1 0.0
C 3.003424 -0.170657 1.133332 0.0 0.0 -0.1
C 3.690102 -0.931818 2.064219 0.0 0.0 0.0
C 4.558723 -1.927987 1.639800 0.0 0.0 0.0
C 4.729185 -2.173386 0.284179 0.0 0.0 0.0
C 4.051208 -1.406895 -0.650484 0.0 0.0 0.0
C 3.308167 0.722973 -2.864992 0.1 0.0 0.1
C 4.627862 1.162365 -2.754080 0.0 0.0 0.0
C 5.392844 1.377386 -3.888583 0.0 0.0 0.0
C 4.853984 1.147793 -5.147995 0.0 0.0 0.0
C 3.549821 0.693313 -5.269311 0.0 0.0 0.0
C 2.784580 0.484654 -4.130727 -0.1 0.0 0.0
P 0.167081 2.527720 -1.354919 0.1 -0.2 0.3
C 0.318676 4.065812 -2.312258 0.0 0.0 0.0
C -0.047533 5.306724 -1.802154 0.0 0.0 0.0
C 0.195933 6.461422 -2.533024 0.0 0.0 0.0
C 0.813296 6.387349 -3.772044 0.0 0.0 0.0
C 1.182592 5.150743 -4.286650 0.0 0.0 0.0
C 0.931076 3.998306 -3.561725 0.0 0.0 0.0
C -0.983120 2.955372 -0.010340 0.1 0.0 0.0
C -0.622178 2.795650 1.321152 0.0 -0.1 0.0
C -1.542794 3.034419 2.332864 0.0 0.0 0.0
C -2.833932 3.425970 2.016779 0.0 0.0 0.0
C -3.206761 3.577369 0.685115 0.0 0.0 0.0
C -2.287568 3.339088 -0.322590 0.0 0.0 0.0
H 1.554820 5.757881 1.247446 0.0 0.0 0.0
H 0.749742 6.032892 3.573085 0.0 0.0 0.0
H 2.639761 2.608101 4.799788 0.0 0.0 0.0
H 3.555653 2.190135 2.539079 0.0 0.0 0.0
H 2.308719 0.602033 1.438229 0.0 0.0 0.0
H 3.542995 -0.753953 3.121927 0.0 0.0 0.0
H 5.096534 -2.522381 2.366756 0.0 0.0 0.0
H 5.391301 -2.962136 -0.045952 0.0 0.0 0.0
H 4.181422 -1.604164 -1.706958 0.0 0.0 0.0
H 5.057610 1.334091 -1.774161 0.0 0.0 0.0
H 6.413111 1.722703 -3.789764 0.0 0.0 0.0
H 5.453276 1.315599 -6.032534 0.0 0.0 0.0
H 3.129379 0.494673 -6.245920 0.0 0.0 0.0
H 1.769904 0.115941 -4.252204 0.0 0.0 0.0
H -0.520593 5.375939 -0.830201 0.0 0.0 0.0
H -0.091211 7.422821 -2.126365 0.0 0.0 0.0
H 1.008084 7.289890 -4.335787 0.0 0.0 0.0
H 1.665070 5.084322 -5.252933 0.0 0.0 0.0
H 1.235003 3.037020 -3.963799 0.0 0.0 0.0
H 0.379444 2.457800 1.557543 0.0 0.0 0.0
H -1.247880 2.909109 3.366480 0.0 0.0 0.0
H -3.552955 3.609263 2.804675 0.0 0.0 0.0
H -4.215778 3.880931 0.434876 0.0 0.0 0.0
H -2.586467 3.444588 -1.360053 0.0 0.0 0.0
C -4.777275 0.049390 -0.689785 0.0 0.1 0.0
C -3.279623 0.052199 -0.533673 0.0 0.1 0.1
O -2.605130 0.309329 -1.535401 0.0 -0.2 -0.1
C -2.679726 -0.223582 0.768705 0.0 0.0 -0.1
C -3.518910 -0.335118 1.895466 0.0 -0.1 0.0
C -3.028365 -0.568021 3.155296 0.0 0.0 0.0
C -1.645681 -0.711349 3.321214 0.0 0.0 0.0
C -0.797569 -0.608774 2.249692 0.0 0.0 0.0
C -1.282444 -0.348783 0.952639 0.0 0.0 0.0
O -0.352195 -0.234044 0.025757 0.0 -0.1 -0.1
H -5.011165 0.116139 -1.749009 0.0 0.0 0.0
H -5.201385 0.915570 -0.177642 0.0 0.0 0.0
H -5.222742 -0.847408 -0.262572 0.0 0.0 0.0
H -4.584120 -0.220578 1.763338 -0.1 0.0 0.0
H -3.697223 -0.637618 4.001487 0.0 0.0 0.0
H -1.236230 -0.907542 4.304161 0.0 0.0 0.0
H 0.272049 -0.729766 2.360325 0.0 0.0 0.0
Cl -5.598065 -3.581156 0.670112 0.0 0.1 0.0
C -4.754415 -5.024353 0.168654 0.0 0.0 0.0
C -5.424324 -5.916985 -0.641194 0.0 0.0 0.0
C -4.791180 -7.079468 -1.047953 0.0 0.0 0.0
C -3.511363 -7.339039 -0.594089 0.0 0.0 0.0
C -2.859936 -6.449824 0.246264 0.0 0.0 -0.1
Cl -1.301159 -6.928875 0.842263 0.0 -0.1 0.0
C -3.438403 -5.228221 0.625434 0.0 0.0 0.0
N -2.834431 -4.274563 1.412970 -0.1 0.1 0.0
C -1.451030 -4.079709 1.684984 0.1 0.1 0.0
C -1.045604 -4.144141 3.010408 0.0 0.0 0.0
C 0.277654 -3.925160 3.351401 0.0 0.0 0.0
C 1.198841 -3.643982 2.355488 0.0 0.0 0.0
C 0.790791 -3.551126 1.033228 0.0 0.0 0.0
C -0.535244 -3.758646 0.672851 -0.1 0.1 0.1
C -1.008760 -3.616751 -0.752856 -0.1 0.0 -0.2
C 0.106801 -3.440220 -1.780849 0.1 0.0 0.2
O 0.450566 -4.360356 -2.485227 0.0 -0.1 -0.1
O 0.689496 -2.257425 -1.804493 0.0 0.0 -0.1
H -6.433969 -5.688401 -0.951769 0.0 0.0 0.0
H -5.294644 -7.780107 -1.697546 0.0 0.0 0.0
H -2.997964 -8.248720 -0.869947 0.0 0.0 0.0
H -3.462430 -3.632184 1.871329 0.0 0.0 -0.1
H -1.778255 -4.397465 3.766325 0.0 0.0 0.0
H 0.587079 -3.992027 4.385924 0.0 0.0 0.0
H 2.238611 -3.483814 2.601302 0.1 0.0 0.0
H 1.515555 -3.294035 0.269773 0.0 0.0 0.0
H -1.692976 -2.759539 -0.797976 -0.1 0.0 0.0
H -1.573512 -4.495324 -1.057711 0.0 0.0 0.0
```
Forces are in eV/Å.